# 1
{
  "formula": "C6H6N2O2",
  "method": "the ωB97M-V functional and the def2-TZVPD basis",
  "species": ["O", "C", "C", "C", "N", "C", "O", "N", "H", "H", "H", "H", "C", "C", "H", "H"],
  "xyz": [[-0.808, -3.164, 0.570], [-0.066, -2.317, -0.053], [1.198, -2.590, -0.489], [1.863, -1.534, -0.844], [1.371, -0.284, -0.974], [0.236, 0.108, -0.324], [-0.023, 1.330, 0.010], [-0.711, -1.027, -0.352], [1.580, -3.643, -0.374], [3.016, -1.385, -1.004], [2.341, 0.363, -0.604], [-1.679, -0.776, -0.090], [-1.068, 4.842, 1.406], [-2.176, 4.768, 1.041], [-0.159, 5.141, 1.831], [-2.997, 4.493, 0.462]],
  "forces_ev_per_a": [[2.72, 2.77, -2.19], [-8.82, -2.18, 3.13], [1.90, -2.86, -0.05], [5.24, 0.78, -1.31], [4.85, 4.37, 2.53], [-4.29, 3.56, 0.09], [1.11, -5.81, -1.23], [3.26, 1.76, 0.65], [-0.34, 1.57, -0.12], [-2.23, -1.63, -0.02], [-4.40, -1.49, -1.79], [1.00, -0.83, 0.32], [2.55, 0.90, 1.38], [-2.21, -0.74, -1.42], [0.75, -0.13, 0.24], [-1.10, -0.03, -0.19]],
  "homo_energy_ev": -9.9463,
  "charge": 0,
  "spin_multiplicity": 1,
  "lumo_ev": 0.0,
  "homo_lumo_gap_ev": 9.9,
  "smiles": "O=c1cc[nH]c(=O)[nH]1.C#C"
}

# 2
{
  "formula": "C6H6N2O4S2",
  "method": "the ωB97M-V functional and the def2-TZVPD basis",
  "species": ["C", "C", "C", "C", "C", "C", "N", "N", "O", "O", "O", "O", "S", "S", "H", "H", "H", "H", "H", "H"],
  "xyz": [[-3.214, -0.381, 0.024], [-2.460, 0.078, -1.016], [-2.613, -0.400, 1.352], [-1.194, 0.608, -0.862], [-1.228, -0.052, 1.501], [-0.559, 0.555, 0.359], [2.942, -0.621, -1.844], [3.425, -1.937, -1.073], [1.703, -0.663, 0.545], [4.044, 0.190, 0.373], [1.806, 1.702, -0.312], [1.307, 1.237, 2.042], [3.074, -0.696, -0.247], [1.159, 0.943, 0.668], [-4.306, -0.596, 0.054], [-2.805, 0.078, -2.077], [-3.080, -0.890, 2.248], [-0.822, 1.072, -1.786], [-0.849, 0.084, 2.486], [3.670, -0.309, -2.434]],
  "forces_ev_per_a": [[-0.40, -0.10, 3.53], [-0.90, 0.08, -1.80], [1.87, -0.74, -0.95], [0.66, 0.20, -0.62], [-2.33, 1.47, -2.24], [-0.38, -0.64, 1.74], [-1.48, -1.35, 0.37], [1.08, -2.39, -4.36], [-1.82, 1.76, -0.87], [-0.19, 0.23, -1.27], [0.51, 0.96, -1.88], [0.15, 0.38, 0.65], [3.48, 0.22, 6.12], [-3.26, -0.96, 1.96], [1.04, -0.13, -0.82], [-0.23, 0.04, 1.15], [0.04, 0.89, -1.12], [0.59, -0.22, 0.77], [0.66, -0.43, 0.45], [0.91, 0.74, -0.82]],
  "homo_energy_ev": [-5.5071, -10.1126],
  "charge": 0,
  "spin_multiplicity": 3,
  "lumo_ev": [0.0, -2.7],
  "homo_lumo_gap_ev": [5.5, 7.4]
}

# 3
{
  "formula": "C6H6N2OS",
  "method": "the ωB97M-V functional and the def2-TZVPD basis",
  "species": ["C", "N", "C", "N", "C", "C", "C", "C", "O", "S", "H", "H", "H", "H", "H", "H"],
  "xyz": [[3.268, 0.041, 0.023], [2.624, 1.164, -0.108], [1.249, 1.106, 0.049], [0.749, -0.220, -0.321], [-0.527, -0.366, 0.036], [-1.388, -1.367, -0.466], [-2.693, -0.862, -0.158], [-2.550, 0.352, 0.494], [-1.151, 0.625, 0.658], [2.445, -1.394, 0.331], [4.344, 0.051, -0.120], [0.972, 1.314, 1.119], [0.695, 1.790, -0.685], [-1.196, -2.215, -0.998], [-3.658, -1.190, -0.570], [-3.183, 1.170, 0.717]],
  "forces_ev_per_a": [[-0.80, 2.90, -0.54], [2.88, -0.81, -0.36], [-1.62, 0.08, 0.09], [2.76, -0.39, 0.35], [-0.91, -3.33, -1.45], [-1.13, 3.97, 2.45], [-0.21, 1.35, 0.08], [2.20, -1.41, -0.70], [-2.91, -0.17, -0.05], [-2.46, -0.23, -0.07], [0.00, -0.14, 0.21], [0.24, 0.35, -0.87], [0.88, -0.49, 1.22], [0.88, -1.90, -1.27], [0.61, -0.13, 0.55], [-0.43, 0.33, 0.36]],
  "homo_energy_ev": [-7.8239, -7.8964],
  "charge": 0,
  "spin_multiplicity": 1,
  "lumo_ev": [-1.3, -1.2],
  "homo_lumo_gap_ev": [6.5, 6.7],
  "smiles": "C1=NCN(c2ccco2)S1"
}

# 4
{
  "formula": "C6H6N2S",
  "method": "the ωB97M-V functional and the def2-TZVPD basis",
  "species": ["H", "N", "C", "N", "C", "C", "C", "C", "C", "S", "H", "H", "H", "H", "H"],
  "xyz": [[0.823, -3.085, 1.738], [0.023, -2.675, 1.273], [0.183, -1.896, 0.321], [-0.855, -1.364, -0.409], [-0.539, -0.577, -1.306], [0.922, -0.123, -1.361], [0.833, 1.165, -0.553], [-0.107, 1.163, 0.368], [-0.818, 0.897, 1.378], [1.776, -1.314, -0.255], [-1.203, -0.052, -1.869], [1.341, -0.038, -2.296], [1.044, 1.954, -1.121], [-1.843, 0.991, 1.309], [-0.292, 0.857, 2.309]],
  "forces_ev_per_a": [[0.32, 0.45, -0.23], [-1.19, -1.05, 0.80], [1.67, -0.19, 0.13], [-2.32, -1.49, 0.59], [3.58, -0.51, -0.01], [-0.85, -1.09, 3.42], [-2.62, -2.34, 0.41], [2.80, 1.06, -1.37], [0.59, 0.75, 1.52], [0.07, -0.18, -0.93], [-2.07, 1.19, -1.68], [1.01, 0.31, -2.02], [1.30, 3.70, -1.49], [-2.16, -0.23, 0.22], [-0.12, -0.39, 0.67]],
  "homo_energy_ev": -8.8646,
  "charge": 0,
  "spin_multiplicity": 1,
  "lumo_ev": 0.5,
  "homo_lumo_gap_ev": 9.4,
  "smiles": "[H]/N=C1/N=C[C@@H](C=C=C)S1"
}

# 5
{
  "formula": "C6H6N2S",
  "method": "the ωB97M-V functional and the def2-TZVPD basis",
  "species": ["C", "C", "C", "C", "N", "C", "N", "C", "S", "H", "H", "H", "H", "H", "H"],
  "xyz": [[0.527, -1.974, 0.111], [0.537, -0.467, -0.165], [1.826, 0.226, -0.203], [1.526, 1.558, -0.106], [0.182, 1.771, 0.131], [-0.402, 0.514, -0.003], [-2.020, 0.401, -0.058], [-3.239, 0.239, -0.076], [-4.983, -0.032, -0.159], [1.148, -2.078, 0.961], [-0.488, -2.200, 0.202], [0.932, -2.417, -0.796], [2.713, -0.400, -0.380], [2.180, 2.330, 0.135], [-0.438, 2.529, 0.404]],
  "forces_ev_per_a": [[0.09, 2.61, -2.50], [1.00, 0.06, 0.85], [-2.35, -0.75, -0.61], [0.11, 0.03, 1.26], [-1.40, -2.19, -1.00], [-3.61, -0.33, 0.03], [-0.96, -0.26, 0.35], [1.64, -0.08, -0.17], [4.52, 0.76, 0.25], [0.33, -0.74, 0.89], [-1.41, -1.17, 0.63], [0.13, -0.60, 0.28], [-0.15, 1.13, 0.27], [1.00, 1.29, -0.15], [1.07, 0.23, -0.37]],
  "homo_energy_ev": -8.5247,
  "charge": 0,
  "spin_multiplicity": 1,
  "lumo_ev": 0.7,
  "homo_lumo_gap_ev": 9.2,
  "smiles": "Cc1cc[nH]c1N=C=S"
}

# 6
{
  "formula": "C6H6N3O",
  "method": "the ωB97M-V functional and the def2-TZVPD basis",
  "species": ["C", "N", "C", "C", "C", "N", "N", "C", "C", "O", "H", "H", "H", "H", "H", "H"],
  "xyz": [[4.426, 0.599, -0.086], [3.296, 0.056, -0.056], [2.262, -0.524, -0.027], [0.947, -1.130, 0.019], [-0.201, -0.330, 0.048], [-0.275, 0.992, 0.091], [-1.536, 1.318, 0.092], [-2.249, 0.205, 0.048], [-3.705, 0.081, 0.004], [-1.450, -0.867, 0.025], [5.322, -0.005, -0.095], [4.494, 1.678, -0.101], [0.891, -2.205, 0.025], [-4.141, 1.021, -0.319], [-3.986, -0.731, -0.664], [-4.095, -0.158, 0.997]],
  "forces_ev_per_a": [[1.18, 0.74, -0.02], [-0.68, -0.68, 0.03], [-4.82, -1.84, 0.18], [4.42, 1.77, -0.15], [-0.60, 0.84, 0.05], [1.81, -0.92, -0.01], [-1.74, 0.38, -0.04], [0.53, 0.49, -0.01], [-0.26, -0.26, 0.15], [0.20, -0.33, -0.02], [-0.02, -0.15, 0.00], [-0.09, 0.08, 0.00], [0.07, -0.16, -0.02], [0.04, 0.02, -0.04], [-0.08, 0.02, -0.06], [0.04, 0.00, -0.02]],
  "homo_energy_ev": [-13.2374, -13.0981],
  "charge": 1,
  "spin_multiplicity": 1,
  "lumo_ev": [-6.4, -6.2],
  "homo_lumo_gap_ev": [6.8, 6.9],
  "smiles": "C=[N+]=C=Cc1nnc(C)o1"
}

# 7
{
  "formula": "C6H6N3O4",
  "method": "the ωB97M-V functional and the def2-TZVPD basis",
  "species": ["C", "C", "C", "C", "C", "C", "N", "N", "N", "O", "O", "O", "O", "H", "H", "H", "H", "H", "H"],
  "xyz": [[1.139, 1.732, 0.856], [1.511, 1.123, -0.392], [0.228, 1.168, 1.677], [0.886, -0.031, -0.842], [-0.312, -0.168, 1.426], [-0.095, -0.690, 0.060], [-0.806, -1.820, -0.180], [-1.575, 0.739, -0.885], [-0.497, -2.553, -1.171], [-1.373, -3.375, -1.405], [-2.567, 0.876, -0.180], [-1.286, 1.264, -1.927], [0.555, -2.577, -1.765], [1.588, 2.802, 1.141], [2.154, 1.559, -1.185], [0.099, 1.598, 2.787], [1.297, -0.415, -1.838], [0.358, -0.892, 1.982], [-1.304, -0.340, 1.841]],
  "forces_ev_per_a": [[0.56, 2.83, 0.95], [-0.95, -1.68, -1.86], [0.95, 1.52, 2.56], [2.32, 0.55, 0.62], [1.22, -1.09, 0.64], [-1.64, -0.09, -2.81], [0.98, 3.35, 3.55], [1.76, -1.74, 2.44], [-1.33, -2.64, -0.91], [-0.88, -1.24, -1.14], [-0.66, 0.82, -1.12], [-1.25, 1.24, -1.05], [2.12, 0.56, -0.98], [-0.92, -2.58, -0.62], [-0.22, 0.19, 1.19], [0.00, -0.76, -2.78], [-1.48, 0.26, 1.78], [-0.46, 0.51, 0.08], [-0.11, 0.00, -0.54]],
  "homo_energy_ev": [-3.7365, -3.7396],
  "charge": -1,
  "spin_multiplicity": 1,
  "lumo_ev": [3.1, 3.1],
  "homo_lumo_gap_ev": [6.8, 6.9]
}

# 8
{
  "formula": "C6H6N3P",
  "method": "the ωB97M-V functional and the def2-TZVPD basis",
  "species": ["C", "C", "C", "C", "C", "C", "N", "N", "N", "P", "H", "H", "H", "H", "H", "H"],
  "xyz": [[1.270, -0.657, 2.564], [2.807, 1.129, 2.354], [-0.249, 1.770, 2.237], [-0.639, -0.014, 0.133], [1.763, 0.379, 1.674], [0.637, 1.307, 1.246], [0.856, -1.467, 3.253], [3.615, 1.740, 2.880], [-1.003, 2.121, 3.026], [0.406, -0.424, -1.288], [-0.751, -0.797, 0.871], [-1.518, 0.598, -0.007], [2.195, -0.100, 0.778], [0.923, 2.047, 0.508], [-0.237, 0.408, -2.204], [-0.325, -1.557, -1.681]],
  "forces_ev_per_a": [[0.01, -0.12, -0.06], [0.16, -0.04, -0.11], [-0.18, 0.28, 0.48], [2.15, 2.19, 1.76], [0.00, 0.24, -0.30], [-1.88, -2.55, -2.70], [-0.24, -0.49, 0.35], [0.47, 0.38, 0.28], [-0.30, 0.15, 0.30], [0.03, -0.24, 0.00], [-0.09, -0.07, 0.09], [-0.07, 0.04, 0.05], [-0.12, 0.16, 0.19], [0.11, 0.03, 0.08], [-0.05, 0.27, -0.29], [0.00, -0.23, -0.10]],
  "homo_energy_ev": -10.2362,
  "charge": 0,
  "spin_multiplicity": 1,
  "lumo_ev": -0.4,
  "homo_lumo_gap_ev": 9.9
}

# 9
{
  "formula": "C6H6N4O",
  "method": "the ωB97M-V functional and the def2-TZVPD basis",
  "species": ["O", "N", "C", "C", "N", "C", "C", "C", "N", "N", "C", "H", "H", "H", "H", "H", "H"],
  "xyz": [[-2.967, -1.587, -0.081], [-2.137, -0.843, -0.488], [-1.391, -0.307, 0.633], [-1.455, 1.187, 0.554], [-0.677, 1.924, -0.078], [0.533, 1.583, -0.773], [1.158, 0.383, -0.217], [2.311, -0.420, -0.381], [2.106, -1.682, -0.034], [0.847, -1.754, 0.403], [0.277, -0.520, 0.349], [-1.497, -0.656, 1.672], [-2.253, 1.758, 1.055], [1.289, 2.368, -0.759], [0.054, 1.459, -1.715], [3.242, -0.216, -0.726], [0.559, -2.675, 0.584]],
  "forces_ev_per_a": [[-1.35, -1.14, -0.43], [0.27, -0.14, 0.65], [5.94, 0.99, 0.51], [-0.64, 0.79, 0.23], [0.58, 2.24, 0.69], [0.18, 0.48, 0.99], [-1.17, -2.82, 0.45], [-2.06, -0.83, 0.58], [0.59, 0.21, 0.10], [1.14, 1.94, -0.44], [-3.81, -1.02, -0.11], [-1.01, -0.43, -0.70], [-0.17, -0.75, -0.11], [-0.68, 0.64, -0.28], [0.78, -0.37, -1.66], [2.47, 0.97, -1.09], [-1.06, -0.78, 0.62]],
  "homo_energy_ev": -9.2656,
  "charge": 0,
  "spin_multiplicity": 1,
  "lumo_ev": -0.5,
  "homo_lumo_gap_ev": 8.8,
  "smiles": "O=N[C@@H]1C=NCc2cn[nH]c21"
}

# 10
{
  "formula": "C6H6NO",
  "method": "the ωB97M-V functional and the def2-TZVPD basis",
  "species": ["C", "C", "C", "C", "C", "C", "N", "O", "H", "H", "H", "H", "H", "H"],
  "xyz": [[0.957, -1.600, 1.303], [-0.140, -1.911, 1.910], [1.227, -0.665, 0.281], [0.269, 1.075, -1.113], [-1.097, 0.001, 0.281], [-1.100, 1.608, -1.260], [0.239, 0.114, -0.193], [-1.826, 0.823, -0.315], [1.835, -2.153, 1.653], [-0.972, -2.281, 2.448], [2.217, -0.545, -0.116], [1.153, 1.394, -1.628], [-1.214, 2.669, -0.998], [-1.549, 1.469, -2.254]],
  "forces_ev_per_a": [[0.38, 0.20, -0.35], [-0.39, 0.97, -0.79], [0.40, -0.42, 0.36], [-0.21, 0.07, -0.01], [0.58, -2.20, 1.95], [0.42, 0.79, -0.89], [-0.08, 0.91, -0.86], [-0.88, 0.31, -0.06], [-0.11, -0.17, 0.14], [-0.42, -0.24, 0.33], [0.03, 0.04, -0.02], [0.18, 0.01, -0.08], [0.03, -0.20, 0.06], [0.07, -0.09, 0.21]],
  "homo_energy_ev": [-12.0800, -12.2699],
  "charge": 1,
  "spin_multiplicity": 1,
  "lumo_ev": [-5.6, -5.7],
  "homo_lumo_gap_ev": [6.5, 6.6]
}

What are the ΔE to the lowest compared entry with this formula, charge and spin values for these records? In order: 101.9, 94.4, 69.3, 63.8, 39.7, 84.8, 114.7, 42.0, 124.4, 110.2 kcal per mole.
What are the E values for these records? In order: -492.081136, -1438.728817, -815.044971, -739.796404, -739.834835, -471.359468, -697.237893, -737.725912, -526.328247, -361.716042 Ha.